Record 1
This record from OMol25 describes a structure of composition C23H45Cl3N2O6PScSi in a non-equilibrium geometry. The level of theory is ωB97M-V/def2-TZVPD.

Values from the calculation:
- Strongest force on any atom: 4.594 eV/Å
- LUMO energy: 0.0 eV
- Multiplicity: 1
- Total charge: 0

Geometry (Å):
C (4.181, 1.710, -4.194)
C (3.669, 1.922, -2.811)
H (5.245, 2.001, -4.097)
H (3.738, 2.300, -5.013)
H (4.115, 0.643, -4.432)
C (3.807, 3.039, -2.088)
C (4.229, 4.338, -2.661)
H (4.048, 2.974, -1.016)
H (3.497, 4.788, -3.342)
H (5.170, 4.173, -3.213)
H (4.407, 5.055, -1.845)
Sc (-2.581, 0.066, -0.183)
Cl (-0.337, -1.384, 0.360)
Cl (-4.743, 0.800, -0.574)
H (-5.621, -3.460, 2.608)
H (-5.095, -5.236, 1.933)
C (-5.138, -2.728, 1.965)
C (-4.717, -4.964, 0.953)
N (-4.529, -3.528, 0.919)
H (-4.402, -2.213, 2.584)
C (-3.753, -2.977, 0.005)
O (-3.496, -1.746, 0.019)
H (-3.758, -5.465, 0.808)
H (-3.240, -3.674, -0.667)
H (-5.896, -2.031, 1.590)
H (-5.456, -5.299, 0.208)
H (0.270, 3.126, -0.797)
H (0.751, 4.662, 2.288)
C (-0.534, 3.742, -0.356)
C (-0.318, 4.658, 1.987)
N (-0.663, 3.527, 1.111)
H (-1.471, 3.518, -0.886)
C (-1.061, 2.348, 1.645)
O (-1.908, 1.571, 1.114)
H (-0.926, 4.609, 2.905)
H (-0.552, 2.112, 2.620)
H (-0.292, 4.800, -0.548)
H (-0.522, 5.614, 1.457)
O (1.830, 0.590, -2.888)
C (3.000, 0.707, -2.172)
C (2.444, 1.922, 0.136)
C (2.900, 0.789, -0.565)
H (2.093, 2.782, -0.441)
C (2.667, 2.022, 1.526)
H (3.807, -0.067, -2.392)
C (3.393, -0.284, 0.159)
H (2.590, 3.008, 1.993)
C (2.926, 0.862, 2.266)
C (3.285, -0.306, 1.577)
H (3.829, -1.085, -0.460)
H (2.862, 0.865, 3.372)
H (3.418, -1.257, 2.108)
Si (-0.523, -0.450, -3.854)
Cl (-1.481, 1.025, -1.985)
C (-2.379, -0.399, -4.523)
C (-0.647, -2.120, -3.017)
C (0.658, -0.040, -5.159)
H (-3.087, -0.816, -3.784)
H (-2.343, -1.060, -5.406)
H (-2.728, 0.607, -4.778)
H (0.625, 1.019, -5.461)
H (0.303, -0.684, -6.000)
H (1.677, -0.341, -4.869)
H (0.017, -2.251, -2.146)
H (-0.385, -2.811, -3.848)
H (-1.701, -2.297, -2.715)
C (-0.188, 0.462, 4.655)
O (-0.873, -0.363, 3.668)
P (-0.190, -1.645, 2.958)
O (0.777, -2.255, 4.108)
C (0.194, -2.868, 5.287)
O (-1.337, -2.755, 2.832)
C (-0.972, -3.995, 2.120)
H (-0.494, 1.511, 4.504)
H (0.914, 0.408, 4.557)
H (-0.492, 0.149, 5.667)
H (0.781, -2.554, 6.157)
H (-0.853, -2.553, 5.434)
H (0.240, -3.962, 5.199)
H (-0.102, -4.474, 2.605)
H (-1.849, -4.663, 2.150)
H (-0.724, -3.762, 1.069)

Record 2
This record from OMol25 describes a structure of composition C31H40Cl2N3O5RbS in a non-equilibrium geometry. The level of theory is ωB97M-V/def2-TZVPD.

Values from the calculation:
- Strongest force on any atom: 1.115 eV/Å
- Relative energy (zero: lowest compared OMol25 entry of this formula, charge and spin): 0.00 kcal per mole
- LUMO energy: 3.7 eV
- Multiplicity: 1
- Total charge: -2

Geometry (Å):
Rb (0.318, 1.202, -0.297)
O (-0.116, 4.360, 1.820)
C (0.183, 3.455, 2.866)
C (1.665, 3.132, 2.940)
N (2.115, 2.399, 1.764)
C (2.402, 0.982, 2.028)
C (1.182, 0.271, 2.697)
O (1.239, 0.083, 3.925)
O (0.218, -0.021, 1.928)
C (3.044, 3.067, 0.862)
C (2.483, 3.362, -0.557)
O (3.247, 3.312, -1.525)
O (1.239, 3.645, -0.578)
H (0.328, 4.049, 1.001)
H (-0.387, 2.523, 2.752)
H (-0.136, 3.931, 3.800)
H (1.870, 2.549, 3.846)
H (2.213, 4.080, 3.001)
H (3.271, 0.864, 2.693)
H (2.646, 0.490, 1.078)
H (3.981, 2.509, 0.765)
H (3.290, 4.059, 1.260)
Cl (-2.111, 4.493, -2.177)
C (-0.721, 3.606, -2.888)
Cl (-1.086, 1.886, -3.204)
H (0.135, 3.660, -2.208)
H (-0.522, 4.090, -3.835)
N (-2.595, 1.603, -0.002)
S (-2.898, 0.218, 0.679)
C (-3.440, 0.448, 2.353)
C (-4.678, 0.962, 2.716)
C (-4.924, 1.219, 4.055)
C (-3.931, 0.973, 5.001)
C (-2.692, 0.484, 4.621)
C (-2.430, 0.212, 3.280)
C (-4.321, -0.551, -0.086)
C (-4.686, -0.106, -1.345)
C (-5.716, -0.761, -2.017)
C (-6.357, -1.842, -1.437)
C (-5.973, -2.287, -0.175)
C (-4.949, -1.643, 0.502)
H (-3.379, 2.254, 0.050)
H (-5.437, 1.150, 1.965)
H (-5.883, 1.618, 4.364)
H (-4.126, 1.185, 6.046)
H (-1.909, 0.325, 5.352)
H (-1.440, -0.110, 2.945)
H (-4.148, 0.725, -1.786)
H (-6.002, -0.423, -3.005)
H (-7.152, -2.350, -1.968)
H (-6.463, -3.138, 0.281)
H (-4.638, -1.985, 1.482)
C (5.199, -4.421, -1.912)
C (4.569, -3.050, -1.815)
C (5.370, -1.942, -1.605)
C (4.751, -0.673, -1.532)
C (5.579, 0.561, -1.278)
C (3.394, -0.565, -1.665)
C (2.503, -1.690, -1.852)
C (3.185, -2.946, -1.942)
N (1.204, -1.411, -1.929)
C (0.217, -2.477, -2.071)
C (0.281, -3.194, -3.428)
C (0.235, -3.502, -0.923)
C (-1.122, -1.740, -1.978)
H (6.285, -4.365, -1.810)
H (4.976, -4.894, -2.874)
H (4.824, -5.090, -1.132)
H (6.446, -2.045, -1.502)
H (6.525, 0.520, -1.828)
H (5.834, 0.651, -0.216)
H (5.046, 1.470, -1.559)
H (2.950, 0.426, -1.654)
H (2.636, -3.862, -2.112)
H (1.205, -3.760, -3.547)
H (0.242, -2.453, -4.231)
H (-0.561, -3.886, -3.549)
H (1.136, -4.114, -0.917)
H (-0.629, -4.176, -0.994)
H (0.185, -2.980, 0.036)
H (-1.180, -0.994, -2.774)
H (-1.103, -1.228, -1.015)
H (-2.004, -2.390, -2.020)

Record 3
This record from OMol25 describes the molecule C25H37N3O6. The level of theory is ωB97M-V/def2-TZVPD.

Values from the calculation:
- Strongest force on any atom: 0.783 eV/Å
- Relative energy (zero: lowest compared OMol25 entry of this formula, charge and spin): 6.57 kcal per mole
- LUMO energy: 0.5 eV
- Multiplicity: 1
- SMILES string: C[C@H](NC(=O)OC(C)(C)C)C(=O)NC[C@H]1CC[C@@H](C(=O)N[C@@H](Cc2ccccc2)C(=O)O)CC1
- Total charge: 0

Geometry (Å):
C (-0.275, -1.782, 1.927)
C (-0.170, -2.606, 0.636)
N (0.488, -1.833, -0.395)
C (1.808, -1.764, -0.614)
O (2.280, -0.898, -1.352)
O (2.506, -2.707, 0.008)
C (3.946, -2.787, -0.131)
C (4.326, -3.043, -1.588)
C (4.598, -1.508, 0.395)
C (4.329, -3.982, 0.742)
C (-1.591, -3.053, 0.254)
O (-2.050, -4.089, 0.691)
N (-2.277, -2.204, -0.527)
C (-3.690, -2.340, -0.799)
C (-4.443, -1.033, -0.498)
C (-4.184, -0.612, 0.951)
C (-4.683, 0.794, 1.272)
C (-4.127, 1.816, 0.278)
C (-2.603, 1.910, 0.396)
O (-1.964, 1.333, 1.250)
N (-2.027, 2.769, -0.489)
C (-0.590, 2.853, -0.663)
C (0.091, 3.333, 0.641)
C (1.581, 3.459, 0.513)
C (2.145, 4.511, -0.196)
C (3.518, 4.618, -0.325)
C (4.345, 3.672, 0.256)
C (3.792, 2.623, 0.971)
C (2.420, 2.520, 1.100)
C (-0.037, 1.494, -1.102)
O (-0.759, 0.523, -1.230)
O (1.240, 1.496, -1.334)
C (-4.600, 1.418, -1.124)
C (-4.033, 0.053, -1.499)
H (-0.832, -2.339, 2.676)
H (-0.783, -0.838, 1.736)
H (0.720, -1.571, 2.314)
H (0.420, -3.508, 0.821)
H (-0.025, -1.036, -0.772)
H (5.399, -3.197, -1.664)
H (3.815, -3.931, -1.955)
H (4.047, -2.195, -2.206)
H (4.274, -1.318, 1.417)
H (4.324, -0.659, -0.225)
H (5.678, -1.619, 0.384)
H (5.403, -4.137, 0.710)
H (4.025, -3.806, 1.771)
H (3.829, -4.879, 0.385)
H (-1.859, -1.335, -0.818)
H (-3.838, -2.616, -1.850)
H (-4.057, -3.154, -0.170)
H (-5.515, -1.226, -0.625)
H (-4.660, -1.330, 1.621)
H (-3.114, -0.640, 1.148)
H (-4.368, 1.057, 2.283)
H (-5.775, 0.826, 1.235)
H (-4.519, 2.811, 0.524)
H (-2.601, 3.142, -1.226)
H (-0.374, 3.570, -1.461)
H (-0.349, 4.302, 0.890)
H (-0.162, 2.628, 1.432)
H (1.504, 5.255, -0.650)
H (3.944, 5.440, -0.880)
H (5.417, 3.753, 0.153)
H (4.434, 1.883, 1.427)
H (1.990, 1.700, 1.658)
H (1.635, 0.566, -1.472)
H (-4.309, 2.157, -1.875)
H (-5.693, 1.377, -1.118)
H (-2.948, 0.141, -1.540)
H (-4.381, -0.229, -2.495)

Record 4
This record from OMol25 describes a structure of composition C56H52N3O3PTi. The level of theory is ωB97M-V/def2-TZVPD.

Values from the calculation:
- Strongest force on any atom: 0.801 eV/Å
- Relative energy (zero: lowest compared OMol25 entry of this formula, charge and spin): 20.51 kcal per mole
- LUMO energy: 0.1 eV
- Multiplicity: 1
- Total charge: 0

Geometry (Å):
Ti (0.627, 0.906, 0.737)
O (2.138, -0.245, 0.878)
C (3.010, -0.811, -0.025)
C (2.297, -0.887, -1.404)
C (1.095, -1.785, -1.324)
C (1.099, -3.015, -1.967)
C (-0.009, -3.835, -1.860)
C (-1.083, -3.400, -1.111)
C (-1.015, -2.165, -0.476)
C (-2.176, -1.687, 0.344)
C (-2.235, -2.266, 1.782)
O (-0.974, -2.153, 2.409)
C (-2.559, -3.752, 1.704)
C (-3.846, -4.174, 1.387)
C (-4.129, -5.523, 1.228)
C (-3.126, -6.468, 1.394)
C (-1.843, -6.053, 1.721)
C (-1.560, -4.702, 1.874)
C (-3.291, -1.524, 2.605)
C (-3.274, -1.693, 3.988)
C (-4.190, -1.038, 4.794)
C (-5.146, -0.201, 4.229)
C (-5.172, -0.027, 2.855)
C (-4.249, -0.685, 2.048)
N (0.055, -1.364, -0.587)
C (3.359, -2.246, 0.375)
C (2.592, -2.912, 1.321)
C (2.845, -4.248, 1.611)
C (3.861, -4.928, 0.958)
C (4.635, -4.263, 0.014)
C (4.384, -2.931, -0.273)
C (4.265, 0.068, -0.079)
C (5.157, 0.018, 0.989)
C (6.242, 0.877, 1.053)
C (6.457, 1.808, 0.044)
C (5.579, 1.865, -1.026)
C (4.490, 1.001, -1.085)
H (2.981, -1.244, -2.176)
H (1.970, 0.123, -1.677)
H (1.972, -3.318, -2.530)
H (-0.033, -4.799, -2.351)
H (-1.973, -4.006, -1.004)
H (-3.101, -1.945, -0.173)
H (-2.123, -0.601, 0.411)
H (-4.639, -3.443, 1.268)
H (-5.136, -5.836, 0.983)
H (-3.347, -7.522, 1.279)
H (-1.054, -6.783, 1.854)
H (-0.559, -4.376, 2.122)
H (-2.522, -2.336, 4.427)
H (-4.158, -1.180, 5.866)
H (-5.862, 0.312, 4.858)
H (-5.911, 0.623, 2.403)
H (-4.287, -0.523, 0.978)
H (1.791, -2.377, 1.813)
H (2.241, -4.759, 2.352)
H (4.056, -5.969, 1.185)
H (5.438, -4.783, -0.494)
H (5.000, -2.412, -1.000)
H (4.987, -0.697, 1.786)
H (6.920, 0.821, 1.895)
H (7.303, 2.481, 0.093)
H (5.737, 2.583, -1.821)
H (3.819, 1.076, -1.932)
O (-0.694, 0.838, 2.342)
N (-1.317, 1.418, 1.299)
C (-2.273, 2.234, 1.418)
C (-2.668, 3.037, 0.243)
C (-3.735, 3.912, 0.438)
C (-4.142, 4.788, -0.555)
C (-3.470, 4.803, -1.763)
C (-2.410, 3.932, -1.973)
C (-1.989, 3.036, -0.997)
P (-0.663, 1.819, -1.454)
C (-1.643, 0.661, -2.480)
C (-3.015, 0.510, -2.312)
C (-3.719, -0.426, -3.061)
C (-3.060, -1.212, -3.992)
C (-1.691, -1.056, -4.178)
C (-0.990, -0.131, -3.427)
C (0.355, 2.676, -2.702)
C (0.031, 2.774, -4.056)
C (0.883, 3.426, -4.933)
C (2.069, 3.983, -4.469)
C (2.404, 3.877, -3.128)
C (1.555, 3.220, -2.248)
H (-0.805, -1.205, 2.561)
H (-2.736, 2.408, 2.386)
H (-4.241, 3.906, 1.396)
H (-4.972, 5.461, -0.378)
H (-3.766, 5.488, -2.547)
H (-1.897, 3.959, -2.925)
H (-3.546, 1.124, -1.595)
H (-4.787, -0.533, -2.917)
H (-3.608, -1.940, -4.575)
H (-1.168, -1.664, -4.905)
H (0.078, -0.021, -3.579)
H (-0.884, 2.330, -4.429)
H (0.623, 3.497, -5.982)
H (2.732, 4.491, -5.158)
H (3.331, 4.300, -2.761)
H (1.817, 3.115, -1.202)
C (2.569, 4.479, 0.754)
C (1.961, 3.461, 1.723)
C (0.951, 4.148, 2.643)
C (3.085, 2.829, 2.549)
N (1.280, 2.429, 0.981)
H (3.122, 5.248, 1.298)
H (1.786, 4.969, 0.169)
H (3.261, 3.979, 0.071)
H (1.430, 4.932, 3.234)
H (0.510, 3.417, 3.324)
H (0.149, 4.597, 2.052)
H (3.627, 3.594, 3.111)
H (3.785, 2.308, 1.894)
H (2.675, 2.102, 3.252)

Record 5
This record from OMol25 describes a cluster of 2 separate species, C5H14 in total in a non-equilibrium geometry. The level of theory is ωB97M-V/def2-TZVPD.

Values from the calculation:
- Strongest force on any atom: 3.801 eV/Å
- Relative energy (zero: lowest compared OMol25 entry of this formula, charge and spin): 33.30 kcal per mole
- LUMO energy: 1.1 eV
- Multiplicity: 1
- SMILES string: CCC.CC
- Total charge: 0

Geometry (Å):
C (-2.180, 0.669, 0.505)
C (-0.932, -0.086, 1.209)
C (-1.343, -1.545, 1.369)
H (-2.153, 1.615, 1.045)
H (-1.749, 0.890, -0.511)
H (-3.031, 0.029, 0.389)
H (-0.751, 0.406, 2.188)
H (-0.150, 0.303, 0.580)
H (-0.590, -2.249, 0.996)
H (-2.302, -1.680, 0.847)
H (-1.570, -2.018, 2.317)
C (2.446, 0.785, -0.810)
C (1.902, 0.171, -2.114)
H (3.293, 1.464, -0.906)
H (1.663, 1.332, -0.298)
H (2.973, -0.026, -0.270)
H (0.827, 0.053, -2.088)
H (2.076, 0.733, -3.024)
H (2.209, -0.858, -2.272)

Record 6
This record from OMol25 describes the ion C6H13N with charge -1 in a non-equilibrium geometry. The level of theory is ωB97M-V/def2-TZVPD.

Values from the calculation:
- Strongest force on any atom: 4.015 eV/Å
- Relative energy (zero: lowest compared OMol25 entry of this formula, charge and spin): 49.12 kcal per mole
- LUMO energy (spin up / spin down): 3.9 / 3.8 eV
- Multiplicity: 2
- Total charge: -1

Geometry (Å):
C (0.508, 2.129, 0.939)
C (1.140, 0.765, 1.411)
C (1.225, -0.262, 0.212)
C (-0.067, -0.760, -0.489)
C (-0.269, -0.722, -1.813)
N (-1.409, -1.300, -2.369)
C (-0.997, -1.182, 0.648)
H (-0.396, 1.975, 0.286)
H (0.078, 2.640, 1.929)
H (1.229, 2.514, 0.248)
H (0.705, 0.383, 2.264)
H (2.160, 1.165, 1.664)
H (1.729, 0.368, -0.556)
H (1.823, -1.049, 0.764)
H (0.339, -0.188, -2.520)
H (-2.292, -1.635, -2.024)
H (-1.526, -1.295, -3.356)
H (-1.565, -0.294, 1.186)
H (-0.457, -1.779, 1.437)
H (-1.957, -1.474, 0.139)